Entry 1:
{
  "formula": "C10H10BrClCr",
  "method": "wB97M-V/def2-TZVPD",
  "homo_energy_ev": [0.798, 0.764],
  "multiplicity": 5,
  "s2": 6.029,
  "orbital_gap_ev": [4.62, 4.61],
  "total_charge": -2,
  "species": ["C", "C", "C", "H", "C", "C", "H", "H", "H", "H", "Cr", "Cl", "C", "C", "C", "H", "C", "C", "H", "H", "H", "H", "Br"],
  "xyz": [[1.13, 3.54, 0.25], [1.36, 2.49, -0.72], [2.03, 1.39, -0.06], [1.12, 2.57, -1.78], [2.18, 1.77, 1.34], [1.66, 3.08, 1.50], [1.76, 3.69, 2.40], [0.80, 4.54, 0.06], [2.33, 0.46, -0.48], [2.68, 1.21, 2.12], [0.08, 1.56, 0.75], [-1.14, 2.58, 2.41], [-2.37, -2.69, -0.02], [-1.16, -3.34, 0.33], [-0.29, -3.33, -0.81], [-0.97, -3.86, 1.26], [-0.98, -2.67, -1.88], [-2.26, -2.27, -1.41], [-3.05, -1.83, -2.00], [-3.26, -2.61, 0.59], [0.66, -3.85, -0.90], [-0.64, -2.59, -2.91], [-1.67, 0.18, -0.05]],
  "nbo_charge": [-0.367, -0.347, -0.378, 0.226, -0.404, -0.252, 0.219, 0.214, 0.240, 0.220, 0.790, -0.659, -0.349, -0.371, -0.389, 0.165, -0.369, -0.347, 0.174, 0.174, 0.162, 0.163, -0.513]
}


Entry 2:
{
  "formula": "C11H13AuN2O6",
  "method": "wB97M-V/def2-TZVPD",
  "homo_energy_ev": [-16.313, -16.734],
  "multiplicity": 3,
  "s2": 2.038,
  "orbital_gap_ev": [8.60, 6.05],
  "total_charge": 2,
  "species": ["O", "C", "Au", "O", "C", "C", "O", "C", "O", "C", "O", "H", "C", "N", "C", "C", "C", "N", "C", "C", "O", "H", "H", "H", "H", "H", "H", "H", "H", "H", "H", "H", "H"],
  "xyz": [[5.28, 0.11, 1.01], [4.96, 0.68, 0.06], [0.13, 1.53, -0.92], [-0.08, 0.43, 1.80], [0.11, 0.33, 0.67], [-2.96, -0.13, -0.69], [-3.97, -0.66, -0.56], [-0.67, -2.03, -2.11], [-0.45, -3.03, -2.62], [-1.01, 3.07, -1.45], [-1.56, 3.96, -0.99], [1.49, 2.34, -0.94], [-2.06, -2.15, 2.42], [-0.84, -2.89, 2.69], [-0.54, -3.25, 4.07], [0.33, -4.48, 4.03], [1.59, -4.18, 3.28], [1.34, -3.42, 2.08], [2.43, -3.32, 1.15], [0.16, -2.78, 1.75], [-0.02, -2.15, 0.68], [-2.80, -2.38, 3.21], [-2.48, -2.44, 1.44], [-1.87, -1.06, 2.40], [-0.03, -2.42, 4.58], [-1.49, -3.45, 4.57], [-0.21, -5.29, 3.54], [0.58, -4.77, 5.05], [2.10, -5.11, 2.99], [2.29, -3.62, 3.91], [3.34, -2.95, 1.64], [2.68, -4.29, 0.72], [2.18, -2.64, 0.33]],
  "nbo_charge": [-0.505, 0.508, 0.788, -0.398, 0.452, 0.464, -0.448, 0.475, -0.463, 0.441, -0.305, -0.028, -0.442, -0.167, -0.244, -0.428, -0.247, -0.144, -0.460, 0.714, -0.663, 0.250, 0.267, 0.249, 0.242, 0.257, 0.241, 0.274, 0.266, 0.257, 0.262, 0.270, 0.263]
}